No. 1
Here is C47H38N4O7PSV as an isolated structure in a non-equilibrium geometry from the OMol25 dataset. Energies are from ωB97M-V/def2-TZVPD.

```
99
Properties=species:S:1:pos:R:3:forces:R:3
V -0.609 0.823 -0.421 0.63 0.61 1.20
C 0.777 0.806 5.909 -0.02 0.03 0.00
C 0.687 1.844 4.988 -0.02 -0.02 0.04
C 0.012 1.655 3.795 0.04 0.04 -0.01
C -0.588 0.425 3.509 0.12 0.09 -0.12
C -0.486 -0.611 4.428 -0.05 0.00 0.05
C 0.192 -0.418 5.628 -0.04 -0.01 -0.03
P -1.356 0.270 1.861 -0.49 -0.20 -0.04
C -1.939 -1.470 1.813 0.09 0.06 -0.02
C -3.234 -1.871 2.125 -0.01 -0.02 0.06
C -3.601 -3.205 2.009 -0.01 0.00 0.00
C -2.683 -4.149 1.571 0.02 0.03 0.01
C -1.396 -3.755 1.231 0.00 -0.01 0.01
C -1.031 -2.423 1.349 0.00 0.02 -0.04
C -2.898 1.232 1.994 0.18 -0.05 -0.11
C -3.571 1.425 3.170 -0.10 0.03 0.07
C -4.796 2.127 3.174 0.07 -0.05 0.00
C -5.304 2.606 2.000 0.00 0.00 -0.04
C -4.615 2.437 0.773 -0.13 0.12 -0.04
C -5.129 2.964 -0.440 0.01 -0.05 0.10
C -4.410 2.819 -1.588 0.05 -0.03 -0.01
C -3.159 2.152 -1.580 0.01 0.01 -0.15
C -2.588 1.595 -0.452 -0.57 0.04 0.15
C -3.377 1.752 0.752 0.25 -0.05 0.00
H 1.313 0.950 6.839 0.01 0.00 0.00
H 1.159 2.797 5.191 0.01 0.00 -0.01
H -0.032 2.459 3.068 -0.01 -0.01 -0.01
H -0.937 -1.572 4.214 0.00 -0.01 -0.02
H 0.263 -1.233 6.338 0.01 0.00 0.01
H -3.962 -1.137 2.447 0.01 0.01 0.00
H -4.613 -3.504 2.253 0.00 0.00 -0.01
H -2.975 -5.188 1.474 0.00 0.00 0.00
H -0.684 -4.474 0.848 0.00 0.01 -0.01
H -0.038 -2.112 1.042 -0.01 0.00 0.00
H -3.171 1.036 4.100 0.01 0.00 0.00
H -5.326 2.278 4.107 0.00 0.00 0.00
H -6.247 3.143 1.991 0.00 0.00 0.00
H -6.087 3.474 -0.431 0.01 0.02 0.00
H -4.794 3.216 -2.521 0.01 0.00 -0.01
H -2.645 2.071 -2.534 -0.01 -0.02 0.02
C -4.580 -4.053 -1.665 -0.01 -0.03 0.01
C -4.205 -3.283 -2.872 -0.01 -0.02 -0.06
N -4.360 -3.663 -4.103 0.01 0.01 0.02
N -3.865 -2.612 -4.824 0.01 -0.03 -0.03
C -3.390 -1.597 -4.075 0.12 0.16 -0.06
S -2.739 -0.149 -4.602 -0.07 -0.15 0.06
N -3.616 -2.051 -2.807 -0.05 0.02 0.03
N -3.393 -1.391 -1.596 0.15 -0.13 0.12
H -5.101 -4.957 -1.972 0.00 0.00 0.01
H -5.217 -3.449 -1.017 0.00 0.01 -0.01
H -3.694 -4.319 -1.086 0.00 0.01 -0.02
H -3.847 -2.626 -5.827 -0.02 -0.02 0.01
H -3.136 -0.424 -1.802 -0.19 0.03 -0.14
H -2.538 -1.790 -1.205 0.06 0.07 -0.05
O 1.605 0.405 -0.030 -0.06 0.03 -0.21
C 2.403 1.524 0.417 0.14 -0.11 -0.05
C 1.447 2.745 0.612 -0.14 -0.16 0.20
O 1.939 3.764 1.080 0.05 0.05 -0.05
O 0.238 2.546 0.289 0.09 0.41 -0.06
C 3.460 1.810 -0.645 -0.01 -0.01 0.02
C 4.427 0.835 -0.885 0.04 -0.04 0.04
C 5.383 1.007 -1.873 -0.02 0.03 0.00
C 5.395 2.171 -2.629 0.01 -0.02 -0.01
C 4.440 3.147 -2.392 -0.02 0.02 0.00
C 3.473 2.970 -1.410 -0.02 -0.04 0.01
C 3.044 1.170 1.752 -0.08 0.04 0.03
C 4.005 2.015 2.304 0.03 0.01 -0.01
C 4.560 1.730 3.539 -0.02 -0.01 0.01
C 4.166 0.596 4.242 0.03 0.03 -0.01
C 3.212 -0.246 3.698 0.02 -0.04 -0.06
C 2.652 0.040 2.458 0.05 -0.03 0.01
H 2.111 -0.101 -0.680 -0.08 0.02 -0.08
H 4.444 -0.062 -0.275 -0.01 0.00 0.00
H 6.122 0.233 -2.045 0.01 0.00 -0.01
H 6.137 2.310 -3.404 0.00 -0.01 0.00
H 4.439 4.058 -2.978 0.01 0.00 -0.01
H 2.740 3.743 -1.226 -0.01 0.01 0.01
H 4.296 2.907 1.765 -0.01 0.00 0.00
H 5.303 2.399 3.957 0.00 0.00 0.01
H 4.598 0.380 5.212 0.00 -0.01 0.00
H 2.885 -1.125 4.239 0.00 0.01 0.00
H 1.896 -0.612 2.043 0.00 0.00 0.00
O -0.121 -2.690 -2.057 -0.09 -0.13 -0.05
C 0.108 -1.501 -2.255 0.00 0.13 0.26
O -0.597 -0.533 -1.787 0.12 -0.64 -0.88
C 1.339 -1.092 -3.035 -0.09 -0.17 0.06
C 1.502 0.204 -3.498 0.05 0.06 -0.08
C 2.650 0.591 -4.196 -0.07 -0.01 0.02
C 3.608 -0.372 -4.383 0.03 0.08 -0.05
O 4.822 -0.247 -5.013 -0.02 -0.03 0.02
C 5.435 -1.532 -4.941 -0.05 0.03 0.02
O 4.569 -2.407 -4.227 0.02 0.04 0.00
C 3.452 -1.663 -3.916 -0.01 -0.07 0.03
C 2.328 -2.065 -3.247 0.04 0.05 -0.04
H 0.709 0.921 -3.330 -0.01 -0.01 0.01
H 2.781 1.598 -4.565 0.01 0.01 0.01
H 6.385 -1.445 -4.407 0.02 -0.03 -0.02
H 5.584 -1.917 -5.953 0.03 0.00 -0.01
H 2.182 -3.075 -2.891 -0.02 0.00 0.01
```
Forces are in eV/Å.

**Strongest force on any atom**: 1.48 eV Å⁻¹
**M**: 884.83 u
**Charge**: -1
**E**: -4243.26275 Ha
**⟨S²⟩**: 3.76
**ΔE to the lowest compared entry with this formula, charge and spin**: 0.825 eV
**2S+1**: 4



No. 2
Here is C47H39BrClIrN3O4P2 as an isolated structure in a non-equilibrium geometry from the OMol25 dataset. Energies are from ωB97M-V/def2-TZVPD.

```
98
Properties=species:S:1:pos:R:3:forces:R:3
Ir 0.744 -0.235 0.435 0.02 0.09 -0.90
O 2.025 4.124 -0.618 -0.29 -0.71 0.32
C 1.242 4.350 -1.702 -0.26 -0.02 -0.13
C 1.568 5.422 -2.529 -0.02 -0.08 0.02
C 0.800 5.700 -3.646 -0.02 0.02 -0.02
C -0.294 4.907 -3.963 0.01 0.01 -0.03
C -0.609 3.836 -3.143 0.06 -0.05 0.01
C 0.131 3.542 -2.001 0.10 -0.05 -0.03
C -0.322 2.369 -1.130 0.13 -0.34 -0.63
O 0.702 1.848 -0.374 -0.09 0.42 1.09
N -1.514 2.875 -0.379 0.18 0.54 0.45
N -2.115 2.179 0.614 -0.10 -0.41 -0.50
C -1.390 1.729 1.558 -0.05 0.34 0.50
C -1.926 0.841 2.586 -0.08 -0.13 0.06
Br -0.555 -0.529 2.901 -0.17 0.11 -0.25
C -3.036 0.707 3.309 0.08 0.00 -0.01
C -4.228 1.559 3.404 -0.06 0.02 0.01
C -4.972 1.453 4.584 0.00 -0.01 -0.02
C -6.104 2.221 4.783 0.00 0.00 0.00
C -6.525 3.099 3.794 0.01 0.00 0.01
C -5.809 3.195 2.610 0.00 0.01 0.00
C -4.669 2.433 2.410 0.04 0.01 0.00
H 1.674 3.266 -0.253 0.20 0.44 -0.19
H 2.425 6.029 -2.271 0.01 0.00 0.02
H 1.061 6.541 -4.276 0.00 0.00 0.00
H -0.888 5.115 -4.842 -0.01 0.00 0.00
H -1.447 3.196 -3.401 -0.01 -0.01 0.00
H -0.686 1.582 -1.818 -0.09 0.04 0.08
H -2.215 3.195 -1.033 0.05 -0.03 0.03
H -0.338 1.979 1.653 0.01 0.03 -0.10
H -3.058 -0.140 3.986 0.01 0.00 0.02
H -4.651 0.762 5.355 0.01 0.00 0.00
H -6.662 2.131 5.706 0.00 0.00 0.00
H -7.411 3.701 3.944 -0.01 0.00 0.00
H -6.143 3.867 1.831 0.00 0.01 0.00
H -4.123 2.503 1.481 -0.02 -0.01 0.01
N 2.930 -1.884 -0.454 0.19 -0.08 -0.34
P 2.807 -0.267 -0.254 -0.03 -0.64 0.08
C 4.123 0.671 -0.957 -0.37 0.34 -0.44
C 3.892 1.476 -2.074 0.03 -0.03 0.04
C 4.948 2.193 -2.612 0.01 0.00 0.00
C 6.207 2.100 -2.038 0.00 0.00 0.01
C 6.426 1.302 -0.920 0.04 0.01 0.00
C 5.382 0.588 -0.362 0.04 0.01 -0.06
C 2.709 0.038 1.522 0.13 0.28 0.66
C 2.473 1.352 1.981 0.23 0.02 -0.01
C 2.484 1.635 3.337 0.01 -0.01 0.05
C 2.756 0.622 4.240 -0.02 0.02 0.00
C 3.012 -0.685 3.810 0.00 -0.02 -0.02
C 2.978 -0.981 2.471 -0.03 -0.05 -0.10
P 1.198 -2.342 -0.300 0.28 -0.39 0.49
C 1.468 -3.925 0.522 -0.17 0.01 0.01
C 0.948 -4.131 1.795 0.00 0.01 0.02
C 1.217 -5.313 2.469 0.00 -0.01 0.01
C 1.989 -6.297 1.866 -0.01 0.01 0.00
C 2.499 -6.099 0.590 0.00 0.03 0.01
C 2.244 -4.912 -0.080 0.03 0.02 -0.04
C 0.865 -2.575 -2.070 -0.18 -0.04 0.02
C 0.251 -3.740 -2.521 0.06 -0.05 -0.03
C -0.023 -3.904 -3.871 0.00 -0.02 0.01
C 0.292 -2.899 -4.773 0.00 0.02 -0.01
C 0.885 -1.726 -4.325 0.01 -0.01 -0.01
C 1.172 -1.566 -2.980 -0.02 0.01 0.01
H 3.642 -2.375 -0.978 0.06 0.06 0.06
H 2.899 1.559 -2.499 -0.01 0.02 0.04
H 4.783 2.828 -3.471 0.00 0.02 0.00
H 7.029 2.664 -2.459 0.01 0.00 0.00
H 7.411 1.246 -0.477 0.01 0.01 0.00
H 5.541 -0.020 0.520 0.00 0.00 0.01
H 2.302 2.147 1.268 -0.04 -0.04 -0.02
H 2.291 2.641 3.680 -0.02 0.01 0.01
H 2.771 0.842 5.299 0.01 0.00 0.01
H 3.225 -1.462 4.532 0.01 0.00 0.01
H 3.161 -1.989 2.119 -0.01 -0.01 0.01
H 0.325 -3.371 2.250 -0.02 0.00 0.00
H 0.813 -5.471 3.460 0.00 0.00 0.00
H 2.188 -7.223 2.389 0.00 0.00 0.00
H 3.091 -6.870 0.116 0.00 0.00 0.00
H 2.639 -4.768 -1.080 0.00 0.00 0.00
H -0.014 -4.520 -1.819 -0.02 0.00 0.01
H -0.491 -4.816 -4.215 0.00 0.00 0.00
H 0.067 -3.023 -5.823 0.00 0.00 0.00
H 1.117 -0.931 -5.021 0.00 0.00 -0.01
H 1.602 -0.629 -2.643 -0.01 -0.02 -0.02
Cl -7.480 -2.141 -1.086 0.00 0.00 0.00
C -5.769 -2.025 -0.871 0.00 0.00 0.01
C -5.045 -3.171 -0.569 -0.01 0.02 -0.01
C -3.677 -3.074 -0.399 0.01 -0.02 -0.05
C -3.043 -1.841 -0.526 0.06 -0.01 0.00
C -3.783 -0.698 -0.821 -0.01 0.01 0.04
C -5.151 -0.789 -0.999 0.00 -0.01 0.00
C -1.585 -1.752 -0.306 -0.10 0.39 0.19
O -0.906 -2.769 -0.066 0.09 0.08 -0.06
O -1.090 -0.553 -0.333 0.15 -0.18 -0.41
H -5.556 -4.118 -0.470 0.00 -0.01 0.00
H -3.090 -3.951 -0.163 0.00 0.00 0.01
H -3.285 0.259 -0.889 0.00 0.01 0.01
H -5.744 0.086 -1.226 0.00 0.01 0.00
```
Forces are in eV/Å.

**Strongest force on any atom**: 1.17 eV Å⁻¹
**M**: 1079.37 u
**Charge**: +1
**E**: -6100.68047 Ha
**ΔE to the lowest compared entry with this formula, charge and spin**: 3.931 eV



No. 3
Here is C47H40Br2FI2N5O6SiSr as an isolated structure from the OMol25 dataset. Energies are from ωB97M-V/def2-TZVPD.

```
105
Properties=species:S:1:pos:R:3:forces:R:3
Sr 0.316 1.805 -0.831 -0.44 0.01 0.19
Br 3.366 5.381 1.718 0.05 -0.04 -0.06
C 1.506 5.161 2.014 -0.04 0.21 0.38
C 0.945 5.810 3.114 0.20 0.05 0.00
C -0.379 5.673 3.404 -0.06 -0.11 -0.15
Br -1.090 6.568 4.928 0.00 0.04 0.07
C -1.213 4.886 2.572 -0.46 0.12 0.16
C -2.599 4.704 2.805 0.09 0.13 0.16
C -3.338 3.950 1.950 -0.04 -0.14 -0.18
C -2.702 3.367 0.836 -0.25 -0.07 0.06
N -1.429 3.504 0.587 0.54 0.18 0.21
C -0.666 4.245 1.441 0.52 -0.01 -0.15
C 0.787 4.326 1.149 -0.40 0.00 0.00
O 1.313 3.694 0.203 0.21 0.21 0.04
H 1.583 6.417 3.742 -0.01 0.02 0.02
H -3.054 5.167 3.673 0.04 -0.03 -0.07
H -4.393 3.779 2.112 -0.03 0.00 0.00
H -3.268 2.746 0.155 -0.06 -0.06 -0.05
C 0.973 -6.170 -0.423 -0.01 -0.06 0.03
C 2.169 -5.683 0.380 0.09 0.07 0.00
C 2.104 -6.199 1.811 -0.11 -0.07 -0.08
C 3.357 -5.800 2.562 0.09 -0.09 0.09
C 3.550 -4.315 2.486 0.02 0.27 -0.06
C 4.246 -3.638 3.463 -0.01 0.06 -0.03
C 4.377 -2.256 3.398 0.06 0.04 0.08
F 5.078 -1.644 4.388 -0.06 -0.04 -0.09
C 3.816 -1.517 2.397 -0.02 -0.17 -0.02
C 3.103 -2.184 1.391 0.08 0.12 0.11
C 2.444 -1.352 0.350 0.04 0.14 0.23
O 2.532 -0.126 0.437 -0.05 0.07 -0.21
C 1.757 -2.100 -0.666 0.17 -0.55 0.02
C 1.745 -3.456 -0.578 -0.17 0.28 -0.22
N 2.265 -4.210 0.416 0.12 -0.10 0.07
C 2.982 -3.575 1.427 -0.10 -0.19 -0.02
C 0.946 -1.500 -1.806 0.06 0.25 0.20
O 0.820 -2.157 -2.842 -0.01 -0.33 -0.15
O 0.452 -0.382 -1.528 -0.06 -0.55 -0.34
H 0.882 -7.247 -0.280 0.00 -0.01 0.00
H 1.062 -5.989 -1.491 0.05 0.03 -0.05
H 0.054 -5.698 -0.075 -0.05 0.03 0.05
H 3.092 -6.069 -0.081 -0.08 0.01 0.02
H 1.986 -7.284 1.792 0.02 0.02 0.00
H 1.216 -5.775 2.291 0.00 0.01 0.02
H 4.220 -6.314 2.120 -0.01 0.01 0.01
H 3.311 -6.105 3.610 -0.02 -0.02 -0.03
H 4.682 -4.169 4.298 0.02 -0.04 0.05
H 3.888 -0.440 2.357 0.00 0.05 0.00
H 1.234 -3.973 -1.376 0.00 -0.04 -0.02
C -3.236 -3.264 2.968 0.14 0.03 0.19
Si -2.099 -1.788 2.592 -0.31 0.18 -0.19
C -1.928 -0.821 4.217 -0.03 -0.04 -0.07
C -0.424 -2.588 2.312 -0.04 0.00 -0.05
N -2.499 -0.796 1.296 0.28 -0.09 0.09
C -3.643 -0.603 0.638 -0.48 0.03 -0.21
C -4.929 -1.057 1.053 0.19 0.01 0.12
C -6.096 -0.856 0.340 -0.14 0.05 -0.13
C -6.090 -0.164 -0.860 -0.01 -0.07 0.12
C -4.866 0.329 -1.311 -0.24 0.00 -0.14
C -3.708 0.117 -0.602 0.35 0.10 0.21
O -2.509 0.669 -1.054 0.25 0.15 -0.27
C -2.440 0.946 -2.416 0.06 -0.23 0.34
C -2.088 -0.081 -3.286 -0.06 0.26 0.00
C -1.964 0.205 -4.632 0.01 0.00 0.00
C -2.186 1.499 -5.100 0.03 -0.11 -0.09
C -2.508 2.511 -4.218 -0.04 0.12 0.19
C -2.636 2.240 -2.857 0.10 -0.06 -0.27
H -2.698 -3.914 3.666 -0.04 -0.11 0.02
H -3.481 -3.838 2.077 0.01 -0.06 -0.17
H -4.173 -2.977 3.441 -0.10 0.05 0.09
H -2.396 -1.349 5.048 -0.05 -0.04 0.14
H -2.406 0.152 4.113 -0.08 0.08 0.02
H -0.883 -0.648 4.477 0.10 0.02 0.01
H -0.139 -3.210 3.162 0.08 -0.08 0.10
H 0.332 -1.821 2.174 0.17 0.08 -0.01
H -0.445 -3.197 1.409 0.02 -0.12 -0.12
H -4.990 -1.589 1.989 0.04 -0.06 0.12
H -7.024 -1.247 0.744 -0.04 0.00 -0.02
H -6.992 0.001 -1.432 -0.06 0.00 -0.02
H -4.819 0.881 -2.243 -0.01 -0.03 0.07
H -1.862 -1.056 -2.883 0.00 -0.09 0.01
H -1.655 -0.578 -5.312 0.01 -0.02 -0.03
H -2.066 1.722 -6.153 0.01 0.00 -0.02
H -2.622 3.529 -4.566 0.00 -0.02 -0.01
H -2.829 3.032 -2.149 -0.05 0.03 0.05
I -0.550 6.086 -4.213 -0.22 0.12 0.06
C 1.047 4.769 -4.291 0.31 0.09 -0.42
C 2.062 5.001 -5.226 -0.21 0.24 -0.06
C 3.141 4.175 -5.345 -0.21 -0.28 0.39
I 4.570 4.596 -6.789 0.22 0.08 -0.24
C 3.266 3.056 -4.470 0.25 0.16 -0.31
C 4.354 2.158 -4.488 0.09 0.03 -0.11
C 4.410 1.134 -3.591 -0.09 -0.06 0.13
C 3.373 1.008 -2.650 0.18 -0.19 0.05
N 2.348 1.813 -2.613 -0.26 0.53 -0.29
C 2.257 2.825 -3.515 -0.19 0.00 0.17
C 1.040 3.666 -3.430 0.52 -0.32 0.01
O 0.119 3.379 -2.637 -0.28 0.21 -0.08
H 1.970 5.862 -5.876 0.02 0.01 -0.01
H 5.142 2.292 -5.220 -0.05 0.01 0.04
H 5.232 0.432 -3.590 0.01 -0.02 0.01
H 3.388 0.231 -1.898 0.04 -0.09 0.05
N -0.017 1.012 1.650 -0.05 -0.22 0.28
H 0.802 0.418 1.711 0.06 0.02 0.08
H -0.831 0.407 1.477 -0.14 -0.05 -0.02
H -0.156 1.441 2.559 0.03 0.08 -0.07
```
Forces are in eV/Å.

**Strongest force on any atom**: 0.66 eV Å⁻¹
**M**: 1319.19 u
**Charge**: -2
**E**: -8704.12777 Ha
**ΔE to the lowest compared entry with this formula, charge and spin**: 0.472 eV